Entry 1:
A cluster of 2 separate species, C3H9NO2 in total at a distorted geometry. Source: OMol25; level of theory: wB97M-V/def2-TZVPD.

Computed properties:
Orbital gap = 9.70 eV
Charge = 0
Electronic energy = -8841.34470 eV

```
15
Properties=species:S:1:pos:R:3:forces:R:3
H -1.1147 0.2946 -0.5358 0.46 0.01 -0.06
O -2.5023 -2.6764 -0.8888 0.52 1.40 0.55
N 1.6790 0.8683 1.2599 -0.32 -0.51 -1.54
H 1.9237 0.9508 2.2281 -0.22 0.47 0.03
H -1.6702 -0.8826 0.7281 -0.56 0.32 0.07
H 1.7067 1.5935 -0.7165 -0.34 -0.23 0.22
H 1.4540 2.8752 0.4673 -0.29 0.02 0.13
H 0.7421 0.5517 1.0442 0.22 -0.21 0.97
O -1.2286 -1.7298 -2.4120 0.74 0.49 0.67
C -1.1451 -0.7333 -0.2055 0.57 -1.80 0.34
H 3.0098 2.1833 0.1829 0.01 -0.32 0.50
C 1.9512 1.9166 0.2991 0.97 0.80 -0.28
H -3.0296 -2.2391 -0.2027 -0.02 -0.62 0.12
C -1.5699 -1.6960 -1.2646 -2.19 -1.08 -1.76
H -0.2059 -1.2769 0.0164 0.45 1.27 0.05
```
Positions in Å, forces in eV/Å.

Results of the Mulliken charge analysis, in e, for atoms 1 through 2: 0.326 -0.474



Entry 2:
A structure of composition C7H7Cl3O2 at a distorted geometry. Source: OMol25; level of theory: wB97M-V/def2-TZVPD.

Computed properties:
Orbital gap = 8.72 eV
Charge = 0
Electronic energy = -49030.60318 eV

```
19
Properties=species:S:1:pos:R:3:forces:R:3
O -0.8196 -0.0791 1.5015 0.48 -1.55 -0.74
O 0.0011 -0.1826 -0.6378 0.81 0.44 0.06
C -2.0681 0.5198 1.0582 1.81 0.52 2.04
H -1.6869 1.4783 0.7560 -1.03 0.80 -0.63
Cl 0.9996 3.0621 0.9023 0.23 -0.22 -0.01
H 1.3868 -1.3236 -1.6228 0.00 2.31 -0.26
H -2.5752 -0.0583 0.3311 -0.35 -0.43 -0.87
Cl 3.7009 1.7625 2.6831 -1.21 -0.46 -0.31
H -2.6441 0.5799 2.0106 0.28 0.10 -0.93
C 1.2001 -0.1689 -1.4669 -1.82 -6.26 1.65
C 2.2866 -0.5339 1.9612 -0.23 -3.15 -0.61
C 1.4007 1.4284 1.1559 -1.73 -1.75 -0.37
C 1.2665 -1.1564 1.3183 0.34 2.85 -0.51
H 1.0016 -2.1169 1.0203 0.50 -2.01 0.30
H 2.0473 0.2057 -1.0521 2.15 1.45 1.80
H 0.9769 0.2909 -2.3236 -1.02 1.67 -3.32
C 2.3106 0.8891 1.9512 1.31 2.46 -0.21
C 0.2877 -0.1893 0.6683 0.25 3.17 3.04
Cl 3.6620 -1.3807 2.6353 -0.76 0.05 -0.13
```
Positions in Å, forces in eV/Å.

Results of the Mulliken charge analysis, in e, for atoms 1 through 2: -0.321 -0.400



Entry 3:
A structure of composition C50H58BaN8O2Se at a distorted geometry. Source: OMol25; level of theory: wB97M-V/def2-TZVPD.

Computed properties:
Orbital gap = 5.81 eV
Charge = -2
Electronic energy = -134848.37017 eV

```
120
Properties=species:S:1:pos:R:3:forces:R:3
C -0.9282 0.0769 6.0446 0.06 0.01 -0.34
H 1.2372 -4.6265 -2.5589 -0.04 -0.12 -0.12
H -2.1907 5.5879 -1.3114 0.02 -0.12 0.02
H -1.8031 0.6083 6.4176 -0.11 0.01 0.02
H 3.8897 -1.4062 2.5076 0.06 -0.05 -0.01
C 1.2590 3.3463 -2.3716 0.54 0.02 0.18
H 3.7019 -2.5203 0.2068 0.08 -0.03 -0.01
C 3.8412 -1.5916 6.3646 -0.01 -0.15 -0.15
H 4.4860 -6.3787 -2.3009 0.09 -0.14 -0.04
H 5.3581 -1.9729 4.1588 0.11 0.07 -0.10
O 0.1231 -0.4248 -1.3739 0.47 -2.74 -2.43
C 2.8574 -2.5964 -0.4638 -0.11 -0.05 -0.08
H -3.7640 4.0908 -2.7235 -0.03 0.01 0.00
C 3.8670 -5.4856 -2.3888 -0.04 -0.01 0.17
C 2.5174 2.7872 -2.4317 -0.05 0.18 0.20
C -1.7225 3.4480 -2.9635 -0.24 0.05 -0.06
H -2.4352 -3.6964 -3.3326 -0.12 -0.02 -0.05
H 3.2781 -4.3113 6.1039 0.07 -0.05 0.08
N -3.4307 0.2637 -0.0801 0.36 -0.49 1.14
C 3.4517 -2.3770 5.1057 0.05 -0.05 0.11
H -1.7513 -1.5658 -4.4804 -0.06 -0.06 -0.12
H 4.4537 -4.6900 -2.8431 0.10 0.06 -0.06
C 2.5630 -3.7644 -1.1454 0.11 -0.06 0.04
H -4.0230 4.9629 -4.9857 -0.01 0.03 -0.06
C 2.0421 -0.4436 2.1447 -0.18 0.33 -0.52
H -2.0229 -1.4904 4.0853 -0.05 -0.13 0.04
H -1.9809 -0.2905 2.7851 -0.09 -0.02 -0.06
N 1.4160 2.3239 -4.3299 0.07 -0.47 -0.73
H -1.2690 5.4816 -7.3511 -0.01 0.05 -0.07
C 2.9287 -1.1504 2.9285 -0.06 -0.01 0.07
H -2.9692 0.0052 4.2232 -0.13 0.04 0.06
Se 2.4963 0.1108 0.3538 0.86 -0.43 0.26
H -1.4953 -0.8949 -2.8640 0.02 0.10 -0.09
H -4.1805 -1.0291 -2.9869 -0.03 -0.13 -0.19
H 2.9940 -7.0727 -0.3057 0.07 -0.17 0.02
C 0.8727 -1.4549 -1.4179 0.83 -1.02 0.07
C -3.9788 -0.4080 -2.1392 -0.19 0.26 -0.23
H 1.8025 -3.3384 6.1262 -0.15 -0.05 0.08
H -1.7580 2.2194 4.7061 -0.13 0.05 0.06
C -5.5152 4.9484 1.8559 0.16 0.02 -0.09
C 2.6589 -3.6256 5.5226 0.13 0.13 -0.05
H 0.0080 2.2630 4.6264 0.08 0.08 0.06
H 0.1724 -4.5624 -4.3273 0.08 -0.09 0.00
C -0.4734 -2.7691 -3.2263 -0.16 -0.04 -0.17
H -3.6243 6.4312 0.5684 -0.10 0.15 0.10
H -0.7145 -3.3867 -5.2863 -0.06 -0.02 -0.06
C -3.9832 0.9699 -2.1004 -0.07 -0.37 -0.38
C -0.6581 3.4394 -3.9132 -0.72 0.31 -0.46
H -2.4166 4.1959 -7.7272 -0.02 0.06 -0.10
N -1.5201 2.9417 -1.7508 -0.33 0.91 -1.26
C -2.1884 4.9976 -7.0180 -0.01 -0.18 0.08
C 2.5581 2.1622 -3.6824 -0.14 0.06 -0.04
C -3.5924 5.3790 0.3190 -0.34 -0.06 0.28
C -1.6188 -3.5915 -2.6153 0.16 0.13 -0.10
H 4.4779 -3.3383 3.4593 0.04 -0.09 -0.13
C -2.4186 4.9435 -0.4586 0.34 0.03 -0.07
H 5.1425 -5.8290 -0.0752 0.06 -0.05 0.03
C 2.4576 -6.1304 -0.4185 0.17 0.06 -0.07
H 5.2503 -4.1087 -0.4745 0.12 0.09 0.01
H 0.9637 -3.0636 -4.8345 0.09 0.04 -0.06
H -5.5989 6.0317 1.9057 -0.01 0.08 0.04
H -2.9985 5.7266 -7.0560 -0.01 0.04 -0.09
C 2.5728 -1.5099 4.2177 0.13 -0.06 -0.01
C -3.5278 2.6290 -0.3366 -0.42 0.74 0.55
H 1.6011 -6.2942 -1.0668 -0.14 -0.07 -0.04
H 3.2846 2.8302 -1.6802 0.02 0.02 0.07
C 1.3471 -1.0411 4.6981 0.14 -0.03 -0.04
C 1.4679 -3.7287 -2.0045 0.14 -0.01 0.13
C 0.4705 5.6142 1.8191 0.55 0.03 0.29
C -0.8333 0.2644 4.5242 -0.14 0.04 0.16
H -0.2154 -0.7900 -4.0576 0.08 0.18 -0.08
C 3.3675 -5.0444 -1.0066 0.06 -0.12 -0.05
H -3.5071 -1.7803 -0.4377 0.08 -0.13 0.08
H -0.9300 1.9494 3.1669 -0.02 0.14 0.00
C -3.0745 4.5188 -4.6978 0.04 0.11 -0.31
N -0.6038 5.6327 1.1152 -0.79 0.91 -0.38
C -3.6227 -0.7946 -0.8466 -0.07 0.07 0.00
N 1.4456 5.8480 2.4026 0.59 -0.21 0.49
O -0.0431 0.4921 1.7346 0.08 -1.45 4.06
H 2.2907 -4.1463 4.6415 -0.04 -0.09 -0.09
H 2.9479 -1.2645 6.8893 -0.06 0.05 0.15
C 4.7252 -2.8273 4.3864 -0.23 0.08 0.16
H 3.3602 1.6121 -4.1400 0.06 -0.12 -0.05
C -0.8312 3.9058 -5.1986 0.00 0.15 0.12
H -6.4952 4.5252 1.6328 -0.08 -0.01 0.00
H 0.8087 3.9681 -1.6264 -0.22 0.05 0.17
H -0.0481 0.4900 6.5336 0.09 0.04 0.14
C 0.4553 -0.3047 3.9461 -0.25 0.14 -0.14
C 4.5905 -4.8881 -0.0998 -0.25 -0.01 -0.15
N -1.3323 3.3827 0.5100 -0.45 2.85 2.14
C -2.0340 -0.4236 3.8625 0.14 0.07 -0.03
H -1.0255 -0.9748 6.3118 0.02 -0.12 0.09
C -1.2854 4.6999 0.5345 -0.73 -0.43 -0.64
C 0.0254 -3.4956 -4.4925 -0.07 0.03 0.18
H -5.3700 2.5465 0.6724 0.00 -0.10 -0.04
C 0.6515 -2.6314 -2.2008 -0.12 0.09 -0.08
H 0.0214 3.8810 -5.8634 0.08 -0.02 -0.07
C -0.8822 1.7716 4.2366 0.00 -0.09 -0.05
H -1.9917 -3.0913 -1.7266 -0.11 0.05 0.14
C -4.4869 4.5295 0.8457 0.05 0.61 -0.11
C -1.0197 -1.4172 -3.6842 -0.06 -0.06 0.13
H 4.2953 -4.6381 0.9158 0.00 0.08 0.17
H -4.1897 1.6974 -2.8617 0.07 0.17 -0.07
H -5.2060 4.5821 2.8357 -0.11 0.00 0.14
C 2.0415 -1.4956 -0.6083 0.06 0.43 0.13
H 2.0896 -5.8164 0.5555 -0.06 0.01 0.12
C -2.0335 4.4622 -5.6204 -0.20 0.05 -0.07
C 0.7504 -0.0548 2.5719 1.07 -0.75 0.84
C -4.5036 3.1475 0.4183 0.26 -0.54 -0.43
H 4.4362 -2.2120 7.0352 0.09 -0.06 0.14
H -1.2734 -4.5856 -2.3302 0.02 -0.08 0.03
H 5.2904 -3.5140 5.0166 0.05 -0.05 0.09
N -3.6489 1.3218 -0.8485 -0.36 -0.14 -0.48
C -2.2649 3.3933 -0.6393 -0.59 0.36 -0.43
H 3.0351 -5.7072 -3.0508 -0.08 -0.04 -0.14
C -2.9350 4.0278 -3.4204 0.06 -0.06 0.20
H 4.4144 -0.7066 6.0978 0.08 0.10 -0.02
H 1.0959 -1.2628 5.7251 -0.09 -0.01 0.11
N 0.6312 3.0328 -3.5222 0.33 -0.14 0.50
Ba -0.3953 1.3271 -0.1866 -0.29 1.42 -2.34
```
Positions in Å, forces in eV/Å.

Results of the Mulliken charge analysis, in e, for atoms 1 through 2: -2.486 0.110



Entry 4:
The molecule C3H5NO at a distorted geometry. Source: OMol25; level of theory: wB97M-V/def2-TZVPD.

Computed properties:
Orbital gap = 11.58 eV
Charge = 0
Electronic energy = -6728.84613 eV

```
10
Properties=species:S:1:pos:R:3:forces:R:3
O 1.1237 -1.2703 0.0521 -0.24 0.23 1.21
C -0.4588 0.6217 0.1983 1.07 -0.86 -0.20
H 1.1283 -1.2119 1.0365 0.11 -0.32 -1.05
N -2.5513 -0.9038 -0.1855 2.28 1.12 0.34
C 0.8570 0.0373 -0.4167 0.47 0.55 0.68
H 1.7314 0.6853 -0.1716 -0.72 -0.07 -0.11
H -0.7450 1.5414 -0.2687 0.04 0.70 -0.36
C -1.5659 -0.2984 -0.0159 -2.70 -1.17 -0.18
H -0.3342 0.8306 1.2680 -0.02 -0.20 -0.16
H 0.8149 -0.0320 -1.4966 -0.30 0.02 -0.16
```
Positions in Å, forces in eV/Å.

Results of the Mulliken charge analysis, in e, for atoms 1 through 2: -0.494 -0.413



Entry 5:
A cluster of 2 separate species, CH7N2O in total at a distorted geometry. Source: OMol25; level of theory: wB97M-V/def2-TZVPD.

Computed properties:
Orbital gap (alpha / beta) = 11.22 / 8.13 eV
Charge = 0
Electronic energy = -6175.83036 eV
Spin multiplicity = 2

```
11
Properties=species:S:1:pos:R:3:forces:R:3
H -0.2707 1.5475 0.7103 0.04 0.34 -0.15
H 1.8283 -1.9996 1.5301 0.14 -0.16 0.28
H -1.9286 0.6107 -1.3284 -0.03 -0.55 -0.53
C -1.1257 0.3058 -0.6389 -0.46 2.22 1.11
H -1.7321 0.1237 0.2863 0.06 -0.56 -0.34
H 0.9157 -0.8800 0.9117 -0.15 0.08 0.19
H 2.4355 -0.5805 1.1294 0.44 0.17 0.12
H 0.5024 1.5968 -0.6923 -0.14 0.04 -0.25
N -0.4352 1.5941 -0.2961 0.35 -1.26 0.34
N 1.6521 -1.0035 1.6071 -0.39 -0.11 -0.61
O -0.4558 -0.7663 -0.9884 0.14 -0.21 -0.15
```
Positions in Å, forces in eV/Å.

Results of the Mulliken charge analysis, in e, for atoms 1 through 2: 0.272 0.233